Formula: C14H15BBrF4N2O2PdSSi
Source: the OMol25 dataset
Level of theory: the ωB97M-V functional and the def2-TZVPD basis

Atoms and positions in Å:
Pd 1.7307 -0.8994 0.2906
Br 4.7491 -1.6380 -0.2777
S 0.2352 -1.1556 -1.2771
Si -2.9421 -2.1434 -0.5502
F 1.4076 0.1286 4.0244
F 2.6466 1.5217 2.6377
F 2.5584 -0.7402 2.1979
F 0.7042 0.5912 1.8685
O 1.1586 3.4813 0.1937
O 0.7529 1.4712 -0.8129
N 3.1837 0.6348 -0.3235
N -0.5780 1.3088 -0.5499
C -2.6038 -2.8474 -2.2412
C 5.5309 1.0873 -0.3716
C 1.5474 2.4459 -0.2189
C -4.7707 -2.0243 -0.2399
C -0.9654 0.0083 -0.7122
C 5.2827 2.4402 -0.3308
C -1.3911 2.2987 -0.1381
C -2.7036 1.9976 0.0999
C -3.1456 0.6939 -0.0728
C 3.9656 2.8817 -0.2792
C -2.1196 -3.0924 0.8218
C -2.2917 -0.3335 -0.4733
C 4.4410 0.2239 -0.3466
C 2.9521 1.9575 -0.2952
B 1.8260 0.4301 2.7852
H -3.3687 2.7825 0.4286
H -1.5840 -3.2257 -2.3307
H 6.1017 3.1465 -0.3282
H -2.2385 -2.5897 1.7840
H -5.2071 -3.0226 -0.3267
H -2.7729 -2.1148 -3.0337
H -1.0559 -3.2466 0.6400
H -5.2843 -1.3862 -0.9640
H 3.7099 3.9313 -0.2288
H 6.5328 0.6850 -0.3964
H -4.1849 0.4660 0.1284
H -0.9487 3.2726 -0.0269
H -4.9920 -1.6646 0.7685
H -2.5882 -4.0768 0.9034
H -3.2803 -3.6855 -2.4261

Atoms 1-2, force components in eV/Å:
0.189 -0.003 0.185
-0.138 0.214 -0.086

## Properties
- lowest unoccupied orbital energy (alpha / beta) (hartree) = -0.212 / -0.207
- maximum force (eV/Å) = 0.5
- E_HOMO (alpha / beta) (eV) = -12.602 / -12.580
- molar mass (g mol⁻¹) = 576.57
- total charge = +1
- Kohn-Sham gap (alpha / beta) (eV) = 6.8 / 6.9
- DFT total energy (eV) = -125616.703
- 2S+1 = 1

Formula: C14H15BrCoN4O4
Source: the OMol25 dataset
Level of theory: the ωB97M-V functional and the def2-TZVPD basis

Atoms and positions in Å:
Br 6.7976 -0.0053 -0.3055
Co 0.1677 0.1389 -0.0693
O -1.3227 1.8562 -6.6648
O -0.0685 0.0261 -7.0775
O -2.2486 2.8571 -1.7094
O -0.9367 1.7713 -0.2696
N -0.1278 -0.0113 2.1443
N -1.1634 -1.7375 0.1611
N 2.1513 0.0128 0.1799
N 0.0138 0.1835 -2.1387
C 0.5939 -0.5833 -3.0555
C -0.4217 0.6455 -4.8280
C -0.7785 1.1762 -2.5430
C -1.4037 2.0377 -1.4196
C 4.1948 1.1906 -0.2246
C 2.8534 -1.1253 0.2576
C 2.8254 1.1462 -0.0621
C 4.2238 -1.1855 0.1114
C 4.9097 0.0007 -0.1292
C 0.4083 -0.3847 -4.4118
C -1.7231 -1.7371 1.5131
C -0.6409 0.8818 -6.4294
C -1.0344 1.4437 -3.8820
C -0.6465 -1.3259 2.5136
H -0.6115 -2.5763 0.0068
H 4.7502 -2.1226 0.2051
H -1.9107 -1.7216 -0.5247
H -0.8533 0.6937 2.2549
H -2.5281 -1.0015 1.5448
H 1.2255 -1.3871 -2.6958
H 0.6453 0.2425 2.7515
H -2.1274 -2.7157 1.7933
H -1.6992 2.2537 -4.1404
H -1.0734 -1.3463 3.5247
H 2.2907 -2.0279 0.4555
H 0.8925 -1.0215 -5.1354
H 0.1815 -2.0383 2.4790
H 2.2333 2.0518 -0.1144
H 4.6984 2.1295 -0.3949

Atoms 1-2, force components in eV/Å:
-0.508 0.004 0.028
-1.440 -0.294 -0.747

## Properties
- lowest unoccupied orbital energy (alpha / beta) (hartree) = -0.048 / -0.049
- maximum force (eV/Å) = 2.6
- E_HOMO (alpha / beta) (eV) = -7.105 / -7.104
- molar mass (g mol⁻¹) = 442.13
- Kohn-Sham gap (alpha / beta) (eV) = 5.8 / 5.8
- energy relative to the best compared isomer or geometry (same formula, charge and spin) (kcal/mol) = 9.38
- DFT total energy (eV) = -136582.140
- 2S+1 = 4

Formula: C14H15BrF7N6O6S
Source: the OMol25 dataset
Level of theory: the ωB97M-V functional and the def2-TZVPD basis

Atoms and positions in Å:
Br 1.8055 4.5941 -1.9417
S 4.5936 -0.1819 -0.7767
F 5.8735 -2.5743 -1.1342
F 2.0162 -2.6526 -0.7266
F 3.3799 -2.3603 -2.7946
F 4.1145 -5.0879 -0.2228
F 2.1667 -5.0171 -1.5968
F 4.6560 -2.4296 0.9121
F 4.2804 -4.9061 -2.7017
O 1.4137 -1.6223 3.2059
O -0.5012 4.3740 -3.8447
O 5.1123 0.0983 -2.2107
O 2.6523 -0.4513 1.9262
O 5.5364 0.5490 0.2112
O -0.4037 0.4842 1.9239
N -5.0950 -2.1610 0.8986
N 1.9422 -1.6102 2.1062
N -3.7838 -1.7563 2.9731
N 2.1914 1.0526 -1.9120
N 0.8852 1.4274 -1.8319
N -5.0489 0.2616 1.7875
C 0.3245 2.0533 -3.1322
C 3.5740 -4.4837 -1.4619
C 3.3775 -2.8263 -1.3584
C 0.4286 0.6760 0.7278
C -1.6888 1.7847 -0.7318
C -0.1131 1.3424 -0.7080
C 0.3881 3.7054 -3.0828
C -3.6228 2.4161 1.1455
C -4.6893 -1.2382 1.8362
C 2.8028 0.4179 -0.7127
C 2.0240 0.1713 0.7479
C -2.1260 2.8030 0.5074
C 4.5811 -2.0778 -0.5354
C -3.6638 0.9376 1.8551
H -2.2515 3.9082 0.0868
H -4.4973 2.6236 0.3868
H -2.9268 0.1448 1.3530
H -2.7846 -1.7820 2.6073
H -4.0368 -2.7388 3.2158
H -1.2932 2.8781 1.3454
H -2.0556 2.3023 -1.7138
H -0.0515 1.1835 2.5808
H -5.5895 0.5260 2.6653
H -3.3751 1.0108 2.9957
H -0.7565 1.6471 -3.3692
H -4.6784 -3.1051 1.1571
H -3.7755 3.2072 2.0267
H -2.3194 0.7748 -0.6431
H 1.0078 1.7076 -4.0416

Atoms 1-2, force components in eV/Å:
-1.700 -1.132 -1.339
6.563 5.357 -3.196

## Properties
- lowest unoccupied orbital energy (hartree) = -0.236
- maximum force (eV/Å) = 9.8
- E_HOMO (eV) = -11.914
- molar mass (g mol⁻¹) = 608.27
- total charge = +1
- Kohn-Sham gap (eV) = 5.5
- SMILES string = [H]/N=C(\N)NCCCCc1c(O)c(ON=O)c(S(=O)(=O)C(F)(F)C(F)(F)C(F)(F)F)n[n+]1CC(=O)Br
- DFT total energy (eV) = -135857.232
- 2S+1 = 1

Formula: C14H15F3N4OS2
Source: the OMol25 dataset
Level of theory: the ωB97M-V functional and the def2-TZVPD basis

Atoms and positions in Å:
S 3.3531 -2.8371 -2.6208
S 2.1926 -1.3018 0.0369
F -5.3559 1.1040 4.8241
F -6.7913 0.5532 3.3212
F -6.7167 2.5735 4.0478
O -1.8485 -0.9843 2.8735
N -0.0929 -0.9451 1.4686
N -1.7598 0.6396 1.2443
N 0.4124 0.5055 -0.3207
N 1.3338 0.7303 -1.2502
C -5.9434 1.5322 3.6978
C 0.6814 -0.5062 0.4466
C 5.0755 -3.3081 -3.0003
C -2.9226 1.3717 1.4554
C -1.3208 -0.4377 1.9367
C -3.1751 2.4413 0.5946
C -4.9600 1.8720 2.6134
C 6.1086 -2.5678 -2.1731
C 2.3195 -0.0844 -1.2333
C -5.2173 2.9323 1.7562
C -3.8263 1.0847 2.4744
C 3.2824 -1.1323 -3.2721
C -4.3112 3.2105 0.7462
C 3.4505 -0.0614 -2.1889
H -2.4702 2.6606 -0.1938
H 4.0603 -1.0386 -4.0276
H -4.4958 4.0337 0.0736
H 5.1035 -4.3761 -2.7863
H 3.4711 0.9212 -2.6647
H -1.1588 0.9443 0.4732
H 0.2302 -1.7513 1.9868
H 4.3848 -0.2209 -1.6484
H 2.3069 -1.0277 -3.7463
H 6.1499 -1.5152 -2.4454
H 5.2303 -3.1577 -4.0692
H -3.6414 0.2635 3.1475
H -6.1062 3.5299 1.8814
H 5.8747 -2.6503 -1.1140
H 7.0924 -3.0001 -2.3451

Atoms 1-2, force components in eV/Å:
0.167 -0.069 -0.256
-0.674 0.624 -0.124

## Properties
- lowest unoccupied orbital energy (hartree) = 0.012
- maximum force (eV/Å) = 1.4
- E_HOMO (eV) = -8.729
- molar mass (g mol⁻¹) = 376.43
- Kohn-Sham gap (eV) = 9.1
- SMILES string = CCSCCc1nnc(NC(=O)Nc2cccc(C(F)(F)F)c2)s1
- energy relative to the best compared isomer or geometry (same formula, charge and spin) (kcal/mol) = 0.00
- DFT total energy (eV) = -52593.663
- 2S+1 = 1

Formula: C14H15IrN6O5S
Source: the OMol25 dataset
Level of theory: the ωB97M-V functional and the def2-TZVPD basis

Atoms and positions in Å:
Ir -0.0492 1.8272 -0.2783
S -0.6689 -0.6879 2.0433
O -1.9448 -0.9823 2.6243
O 2.7129 4.8705 -0.5747
O 3.3537 0.8087 1.5546
O 1.5963 0.8607 0.1922
O 0.3000 0.0868 2.7526
N 1.8190 -5.6766 0.1526
N -0.0727 3.0835 -1.9341
N -3.0097 -0.7688 -0.1279
N 1.2625 3.2688 0.1818
N -2.0189 1.2583 -0.9202
N -0.9529 0.1871 0.6519
C -3.0739 1.5028 -1.6897
C -2.0509 0.1569 -0.1032
C 2.0230 -3.3864 0.8541
C -0.1479 -4.4445 0.7824
C 1.4460 -2.2186 1.3044
C 1.2372 -4.5151 0.5859
C -4.0274 -0.5151 -0.9301
C -0.7290 -3.2769 1.2332
C 1.7686 4.1189 -0.7281
C 1.0593 4.0257 -2.0675
C 2.0993 2.8760 1.3143
C 2.4379 1.4291 1.0666
C 0.0679 -2.1692 1.4935
C -4.1372 0.6307 -1.7225
H 2.0558 -1.3478 1.5094
H 1.2580 -6.4655 -0.1041
H -0.9326 3.6199 -1.8464
H 3.0957 -3.4349 0.7120
H 2.9888 3.4999 1.3747
H 1.7685 3.6340 -2.7939
H -4.9980 0.8142 -2.3452
H -1.7969 -3.2131 1.3927
H 0.7181 5.0026 -2.4037
H -0.1698 2.4799 -2.7441
H -3.0561 2.4009 -2.2975
H 1.5378 2.9542 2.2482
H -0.7610 -5.3162 0.5880
H 2.7999 -5.7108 -0.0476
H -4.8084 -1.2677 -0.9538

Atoms 1-2, force components in eV/Å:
-0.236 -0.367 -1.304
-0.132 -0.024 -0.062

## Properties
- lowest unoccupied orbital energy (hartree) = -0.029
- maximum force (eV/Å) = 1.4
- E_HOMO (eV) = -8.019
- molar mass (g mol⁻¹) = 571.60
- Kohn-Sham gap (eV) = 7.2
- energy relative to the best compared isomer or geometry (same formula, charge and spin) (kcal/mol) = 36.51
- DFT total energy (eV) = -47612.979
- 2S+1 = 1

Formula: C14H15N2
Source: the OMol25 dataset
Level of theory: the ωB97M-V functional and the def2-TZVPD basis

Atoms and positions in Å:
N 1.9194 0.9385 -2.8729
N 0.7771 0.6507 -2.8458
C 2.9552 1.1106 1.3595
C 0.8185 -0.0601 1.4230
C 3.6269 -0.0910 1.5288
C -2.7329 0.3802 -3.1475
C -2.4300 -0.7478 -2.3560
C 2.9188 -1.2803 1.6162
C -1.5637 1.0391 -3.4299
C -1.3544 1.1737 1.8115
C -1.0743 -0.7844 -2.1527
C 1.5508 -1.2801 1.5515
C -1.3769 -1.2966 1.3866
C -0.5116 0.3276 -2.8143
C -0.5791 -0.0467 1.4627
C 1.5868 1.1398 1.3080
H -0.8036 2.0936 1.6281
H 3.5195 2.0246 1.2593
H 4.7036 -0.1005 1.5907
H -1.4439 1.9377 -4.0122
H -1.5875 -1.6834 2.3835
H -1.6182 1.1518 2.8698
H 3.4520 -2.2062 1.7638
H -3.7186 0.6733 -3.4752
H -3.1456 -1.4616 -1.9772
H 1.0908 2.0764 1.1257
H -2.2815 1.2214 1.2411
H -0.5136 -1.5167 -1.5961
H 1.0170 -2.2073 1.6634
H -0.8707 -2.0722 0.8122
H -2.3303 -1.1042 0.8941

Atoms 1-2, force components in eV/Å:
-6.377 -1.614 0.181
5.403 1.337 -0.162

## Properties
- lowest unoccupied orbital energy (hartree) = -0.219
- maximum force (eV/Å) = 6.6
- E_HOMO (eV) = -11.113
- molar mass (g mol⁻¹) = 211.29
- total charge = +1
- Kohn-Sham gap (eV) = 5.2
- energy relative to the best compared isomer or geometry (same formula, charge and spin) (kcal/mol) = 64.93
- DFT total energy (eV) = -17731.536
- 2S+1 = 1